Entry 1:
ORCA calculation (ωB97M-V with the def2-TZVPD basis set) on a structure of composition C6H9N3 at a distorted geometry.

Each line ends with the natural charge from an NBO analysis.
Cartesian coordinates (Å):
1 N 1.59060 -0.30518 -0.50042  -0.599
2 H -1.84224 0.14981 0.03809  0.180
3 H 0.22035 -0.62893 1.96885  0.221
4 C 0.05750 -2.12017 0.40682  -0.424
5 C 0.63989 -1.46242 -0.80826  -0.072
6 N -0.65291 1.41640 0.86406  -0.386
7 H 1.80962 -0.25721 0.64682  0.317
8 H -0.71371 -2.98076 0.13779  0.229
9 N -0.53293 2.20345 -0.20240  -0.179
10 C -0.50153 -1.02379 1.27049  -0.458
11 C -0.09718 1.51900 -1.33637  -0.107
12 C 0.17971 0.14440 -0.76692  0.049
13 H 1.30674 -2.14646 -1.54811  0.246
14 H 0.88298 2.19430 -1.94825  0.249
15 H -1.38273 1.81469 1.65304  0.388
16 C -0.73876 0.08871 0.44443  -0.108
17 H -1.37148 -1.47830 1.80448  0.237
18 H 1.01939 -2.74416 0.85754  0.218

## Properties
HOMO = -8.4 eV
E = -10831.38699 eV
Kohn-Sham gap = 9.04 eV

Entry 2:
ORCA calculation (ωB97M-V with the def2-TZVPD basis set) on a cluster of 4 separate species, C6H9N3 in total at a distorted geometry.

Each line ends with the natural charge from an NBO analysis.
Cartesian coordinates (Å):
1 H 0.70627 1.81909 0.89759  0.173
2 H 2.73866 -1.36603 1.51617  0.173
3 H 3.16174 0.08028 -0.80016  0.197
4 H 1.55997 -2.03157 -0.41010  0.411
5 H -2.86251 -2.10603 -0.22294  0.191
6 H 1.20349 1.02236 -0.73999  0.249
7 C -2.72742 0.00440 0.23336  -0.086
8 H 1.44512 1.05126 1.12486  0.241
9 C 0.44401 1.71381 -0.21738  -0.591
10 C -0.64287 0.75482 -0.27186  0.111
11 H -3.64820 0.37200 0.09141  0.203
12 C -2.22587 -1.27198 -0.05671  0.032
13 C 2.28311 -0.37221 0.31778  -0.413
14 N -1.01629 -1.62862 -0.13498  -0.463
15 C -0.05606 -0.73612 -0.18608  0.392
16 N -1.91581 1.10662 0.12103  -0.351
17 N 1.28120 -1.09387 -0.28438  -0.722
18 H 0.27146 2.68180 -0.97760  0.251

## Properties
HOMO = -8.2 eV
E = -10827.56692 eV
Kohn-Sham gap = 7.85 eV

Entry 3:
ORCA calculation (ωB97M-V with the def2-TZVPD basis set) on the molecule C6H9N3 at a distorted geometry.

Each line ends with the natural charge from an NBO analysis.
Cartesian coordinates (Å):
1 H -3.68745 0.16406 0.16451  0.207
2 H 1.49890 2.52708 -0.00345  0.355
3 N 0.58444 2.07492 -0.18945  -0.560
4 H -2.51457 1.48366 0.69850  0.220
5 N 1.86490 -1.23842 0.02270  -0.628
6 H 2.52247 -1.78991 0.56112  0.403
7 C -2.66145 0.39116 0.50386  -0.606
8 H 0.11113 -2.49727 -0.00345  0.223
9 C -0.17614 -0.26446 -0.28722  -0.136
10 H -2.57246 -0.04944 1.50310  0.204
11 C 0.48552 -1.45613 -0.07004  0.053
12 H -2.02111 -1.22081 -0.75465  0.202
13 C -1.67285 -0.18711 -0.59721  -0.404
14 H -1.82521 0.35137 -1.50850  0.218
15 N 3.22998 0.73513 0.08494  -0.638
16 H 3.95460 0.03334 0.12059  0.334
17 C 2.11150 0.13858 -0.00003  0.384
18 C 0.76781 0.80429 -0.24534  0.172

## Properties
HOMO = -8.4 eV
SMILES string = [H]/N=C1\NC=C(CC)\C1=N\[H]
E = -10837.24295 eV
Kohn-Sham gap = 8.28 eV

Entry 4:
ORCA calculation (ωB97M-V with the def2-TZVPD basis set) on a cluster of 2 separate species, C6H9N3 in total at a distorted geometry.

Each line ends with the Mulliken spin population.
Cartesian coordinates (Å):
1 C -0.45776 -1.46966 -1.26310  0.003
2 H -1.10263 -1.24334 1.12369  -0.015
3 C -1.78368 1.94283 0.46433  0.428
4 N -1.52105 -1.99389 0.68220  0.006
5 H 0.12776 2.34722 -0.36325  0.009
6 H -2.37591 1.21593 0.90560  0.010
7 H 3.06556 -0.50686 0.24812  0.045
8 H 1.32369 -0.96804 -2.20774  -0.007
9 N -1.13807 -2.23082 -0.61444  0.002
10 H -2.07144 2.87757 -0.00570  -0.008
11 C -0.45009 1.65952 0.38198  -0.019
12 N 0.34477 0.81255 0.99932  0.491
13 H 1.90813 -2.03497 0.87196  0.051
14 C 1.04835 -0.15542 0.82901  0.439
15 C 0.26131 -0.66893 -2.00450  0.022
16 H -1.77015 -2.67372 1.32894  -0.001
17 H -0.20604 0.03905 -2.77255  -0.001
18 C 2.10656 -0.92116 0.74909  0.543

## Properties
HOMO (spin up / spin down) = -5.3 / -8.8 eV
E = -10829.03323 eV
Multiplicity = 3
Kohn-Sham gap (spin up / spin down) = 6.26 / 6.53 eV